Entry from the OMol25 dataset: one molecule with the formula C5H7NO (the ωB97M-V functional and the def2-TZVPD basis).

Geometry as XYZ:
```
14
C5H7NO, DFT the ωB97M-V functional and the def2-TZVPD basis
C -0.956 -2.379 0.740
C -0.591 -1.250 0.546
C -0.241 0.153 0.299
C -1.381 0.863 -0.447
C 1.049 0.223 -0.544
N 2.154 0.672 0.116
O 1.062 -0.082 -1.720
H -1.260 -3.388 0.913
H -0.076 0.640 1.269
H -1.298 1.949 -0.332
H -2.353 0.538 -0.065
H -1.319 0.593 -1.505
H 3.031 0.660 -0.381
H 2.179 0.809 1.112
```

Calculated values
energy relative to the best compared isomer or geometry (same formula, charge and spin)	139.8	kJ/mol
E_HOMO	-9.77	eV

---

Entry from the OMol25 dataset: C5H7NO as an isolated structure (the ωB97M-V functional and the def2-TZVPD basis).

Geometry as XYZ:
```
14
C5H7NO, DFT the ωB97M-V functional and the def2-TZVPD basis
O 0.652 1.938 0.576
C -0.094 0.949 1.113
C -1.141 0.443 0.186
C -0.748 -0.308 -1.036
C 0.722 -0.671 -0.968
C 0.404 -1.022 0.472
N -1.056 -1.040 0.229
H 1.183 2.325 1.285
H 0.489 -0.043 1.495
H -2.122 0.913 0.203
H -1.410 -0.378 -1.895
H 1.465 0.105 -1.180
H 0.930 -1.573 -1.553
H 0.871 -1.844 1.020
```

Calculated values
energy relative to the best compared isomer or geometry (same formula, charge and spin)	567.3	kJ/mol
E_HOMO	-7.87	eV

---

Entry from the OMol25 dataset: one molecule with the formula C5H7NO (the ωB97M-V functional and the def2-TZVPD basis).

Geometry as XYZ:
```
14
C5H7NO, DFT the ωB97M-V functional and the def2-TZVPD basis
C -1.313 -1.111 0.158
C -0.155 -0.141 0.423
C 1.051 -0.397 -0.504
C 2.372 0.186 -0.263
O -0.733 3.509 -0.517
C -0.546 1.268 0.230
N -0.625 2.362 -0.151
H -2.154 -0.929 0.833
H -0.976 -2.141 0.313
H -1.671 -1.023 -0.872
H 0.177 -0.261 1.462
H 1.425 -1.442 -0.367
H 0.748 -0.360 -1.558
H 2.398 0.481 0.812
```

Calculated values
energy relative to the best compared isomer or geometry (same formula, charge and spin)	660.6	kJ/mol
E_HOMO (alpha / beta)	-9.11 / -9.11	eV

---

Entry from the OMol25 dataset: C5H7NO as an isolated structure (the ωB97M-V functional and the def2-TZVPD basis).

Geometry as XYZ:
```
14
C5H7NO, DFT the ωB97M-V functional and the def2-TZVPD basis
C -1.297 1.696 0.758
N -0.192 1.210 1.257
C 0.337 0.181 0.609
O 1.339 -0.581 1.082
C 1.416 -1.121 -0.278
C 0.146 -1.748 -0.739
C 0.296 -0.236 -0.752
H -2.044 1.075 0.264
H -1.612 2.689 1.074
H -0.836 1.889 -1.097
H 2.417 -1.276 -0.664
H -0.510 -2.238 -0.019
H 0.209 -2.247 -1.704
H -0.404 1.217 -1.338
```

Calculated values
energy relative to the best compared isomer or geometry (same formula, charge and spin)	662.8	kJ/mol
E_HOMO (alpha / beta)	-8.31 / -8.31	eV

---

Entry from the OMol25 dataset: one molecule with the formula C5H7NO (the ωB97M-V functional and the def2-TZVPD basis).

Geometry as XYZ:
```
14
C5H7NO, DFT the ωB97M-V functional and the def2-TZVPD basis
C 1.158 1.235 0.860
C -0.026 0.277 0.653
C 0.386 -1.094 0.993
N 0.693 -2.183 1.241
C -0.580 0.375 -0.753
C -1.081 -0.577 -1.547
O -1.222 -1.901 -1.338
H 1.530 1.188 1.887
H 0.831 2.260 0.656
H 1.973 0.990 0.174
H -0.814 0.541 1.373
H -0.587 1.382 -1.159
H -1.458 -0.311 -2.531
H -0.803 -2.182 -0.509
```

Calculated values
energy relative to the best compared isomer or geometry (same formula, charge and spin)	104.1	kJ/mol
E_HOMO	-9.25	eV

---

Entry from the OMol25 dataset: a 2-piece molecular cluster, C5H7NO overall (the ωB97M-V functional and the def2-TZVPD basis).

Geometry as XYZ:
```
14
C5H7NO, DFT the ωB97M-V functional and the def2-TZVPD basis
C 0.553 0.466 -1.703
C 0.795 0.118 -0.255
C -0.657 1.285 1.856
N -0.372 1.649 0.739
O 1.881 0.153 0.262
H -0.514 0.532 -1.897
H 1.053 1.408 -1.919
H 1.006 -0.301 -2.334
H -0.503 0.090 2.087
H -0.934 1.837 2.753
C -0.144 -1.256 0.294
C -0.662 -2.132 -0.396
H -1.203 -2.883 -0.918
H -0.300 -0.966 1.431
```

Calculated values
energy relative to the best compared isomer or geometry (same formula, charge and spin)	675.6	kJ/mol
E_HOMO (alpha / beta)	-7.89 / -8.84	eV

---

Entry from the OMol25 dataset: one molecule with the formula C5H7NO (the ωB97M-V functional and the def2-TZVPD basis).

Geometry as XYZ:
```
14
C5H7NO, DFT the ωB97M-V functional and the def2-TZVPD basis
C 0.992 2.147 0.860
C 0.265 1.261 0.397
C 0.371 -0.166 0.512
N 1.112 -0.665 1.533
C -0.313 -1.131 -0.204
C -1.266 -1.180 -1.273
O -1.301 -0.123 -2.130
H 1.859 1.719 1.398
H 0.949 3.290 0.559
H -0.546 1.395 -0.298
H 0.957 -0.287 2.518
H 1.215 -1.570 1.606
H -0.362 -2.208 0.181
H -1.743 -2.278 -1.406
```

Calculated values
energy relative to the best compared isomer or geometry (same formula, charge and spin)	373.4	kJ/mol
E_HOMO	-8.63	eV

---

Entry from the OMol25 dataset: C5H7NO as an isolated structure (the ωB97M-V functional and the def2-TZVPD basis).

Geometry as XYZ:
```
14
C5H7NO, DFT the ωB97M-V functional and the def2-TZVPD basis
O 1.868 -0.858 -0.789
C 1.142 -0.327 0.294
C 0.489 1.025 0.290
C -0.953 0.952 -0.096
C -1.207 -0.454 -0.582
C -0.263 -0.841 0.590
N -0.539 0.522 1.257
H 1.793 -0.237 -1.527
H 1.689 -0.115 1.244
H 1.079 1.931 0.390
H -1.563 1.847 -0.225
H -0.990 -0.680 -1.635
H -2.197 -0.848 -0.334
H -0.482 -1.762 1.131
```

Calculated values
energy relative to the best compared isomer or geometry (same formula, charge and spin)	323.6	kJ/mol
E_HOMO	-9.74	eV

---

Entry from the OMol25 dataset: a 2-piece molecular cluster, C5H7NO overall (the ωB97M-V functional and the def2-TZVPD basis).

Geometry as XYZ:
```
14
C5H7NO, DFT the ωB97M-V functional and the def2-TZVPD basis
N 0.417 0.375 -2.183
C 0.237 1.065 -1.206
C 0.024 1.124 0.142
C -0.754 1.879 1.103
O 0.685 1.803 1.139
H 0.462 -0.684 -1.769
H -1.150 2.857 0.839
H -1.263 1.349 1.906
C 0.402 -1.826 -0.610
C 0.112 -1.094 0.516
H -0.386 -2.381 -1.115
H 1.424 -2.153 -0.793
H -0.911 -1.049 0.883
H 0.888 -0.851 1.237
```

Calculated values
energy relative to the best compared isomer or geometry (same formula, charge and spin)	503.3	kJ/mol
E_HOMO	-8.85	eV

---

Entry from the OMol25 dataset: one molecule with the formula C5H7NO (the ωB97M-V functional and the def2-TZVPD basis).

Geometry as XYZ:
```
14
C5H7NO, DFT the ωB97M-V functional and the def2-TZVPD basis
C -0.174 -2.413 0.159
C -0.810 -1.392 0.258
C -1.285 -0.025 0.315
C 0.152 0.971 0.857
N 1.238 0.753 -0.057
C 0.800 0.700 -1.343
O -0.285 1.161 -1.640
H 0.363 -3.331 0.177
H -2.003 0.184 1.091
H -1.864 0.138 -0.636
H -0.219 1.990 0.774
H 0.589 0.861 1.885
H 2.046 0.212 0.221
H 1.452 0.192 -2.064
```

Calculated values
energy relative to the best compared isomer or geometry (same formula, charge and spin)	313.9	kJ/mol
E_HOMO	-9.51	eV

---

Entry from the OMol25 dataset: one molecule with the formula C5H7NO (the ωB97M-V functional and the def2-TZVPD basis).

Geometry as XYZ:
```
14
C5H7NO, DFT the ωB97M-V functional and the def2-TZVPD basis
C 0.677 1.408 1.209
C 0.029 0.526 0.186
N -0.695 1.104 -0.983
C -1.311 0.107 -0.249
C -0.294 -1.674 -0.803
C 0.639 -0.835 -0.075
O 1.539 -1.397 0.493
H 0.769 0.894 2.170
H 0.152 2.353 1.334
H 1.694 1.612 0.850
H -0.438 0.762 -1.904
H -2.277 -0.299 -0.189
H 0.001 -1.966 -1.827
H -0.484 -2.593 -0.210
```

Calculated values
energy relative to the best compared isomer or geometry (same formula, charge and spin)	447.9	kJ/mol
E_HOMO	-8.48	eV

---

Entry from the OMol25 dataset: one molecule with the formula C5H7NO (the ωB97M-V functional and the def2-TZVPD basis).

Geometry as XYZ:
```
14
C5H7NO, DFT the ωB97M-V functional and the def2-TZVPD basis
C 1.706 -1.218 -0.507
C 0.539 -0.372 -0.097
C -0.223 0.394 -0.926
C -1.277 1.057 -0.215
N -2.257 1.758 -0.587
O -1.056 0.748 1.190
C 0.094 -0.359 1.257
H 2.494 -1.199 0.253
H 1.390 -2.260 -0.628
H 2.123 -0.871 -1.456
H -0.110 0.505 -1.995
H -2.810 2.097 0.200
H 0.757 -0.047 2.061
H -1.371 -0.235 1.450
```

Calculated values
energy relative to the best compared isomer or geometry (same formula, charge and spin)	395.3	kJ/mol
E_HOMO	-7.88	eV

---

Entry from the OMol25 dataset: one molecule with the formula C5H7NO (the ωB97M-V functional and the def2-TZVPD basis).

Geometry as XYZ:
```
14
C5H7NO, DFT the ωB97M-V functional and the def2-TZVPD basis
C -1.994 0.199 -0.078
C -0.734 -0.601 0.370
C -1.213 -1.864 0.467
O 1.669 -0.920 -1.099
C 1.578 -0.056 -0.234
N 2.560 0.890 -0.041
C 0.358 0.199 0.525
H -1.971 1.166 0.427
H -2.968 -0.267 0.062
H -1.801 0.351 -1.146
H -1.706 -2.391 -0.353
H 3.406 0.746 -0.571
H 2.650 1.315 0.870
H 0.164 1.231 0.801
```

Calculated values
energy relative to the best compared isomer or geometry (same formula, charge and spin)	448.9	kJ/mol
E_HOMO (alpha / beta)	-8.20 / -8.22	eV

---

Entry from the OMol25 dataset: one molecule with the formula C5H7NO (the ωB97M-V functional and the def2-TZVPD basis).

Geometry as XYZ:
```
14
C5H7NO, DFT the ωB97M-V functional and the def2-TZVPD basis
C -1.874 0.445 -0.716
C -0.064 -0.693 0.620
N 1.034 -1.414 0.933
C 1.039 0.052 1.285
C 1.502 0.801 0.194
C -0.710 -0.521 -0.711
O -0.423 -1.236 -1.655
H -1.870 1.083 -1.602
H -1.890 1.047 0.196
H -2.789 -0.158 -0.742
H 1.645 -1.701 0.156
H 1.039 0.354 2.326
H 1.741 0.291 -0.733
H 1.710 1.865 0.248
```

Calculated values
energy relative to the best compared isomer or geometry (same formula, charge and spin)	420.3	kJ/mol
E_HOMO (alpha / beta)	-8.19 / -8.19	eV

---

Entry from the OMol25 dataset: one molecule with the formula C5H7NO (the ωB97M-V functional and the def2-TZVPD basis).

Geometry as XYZ:
```
14
C5H7NO, DFT the ωB97M-V functional and the def2-TZVPD basis
C 0.762 1.155 1.300
N 0.362 0.356 0.168
C 0.395 0.739 -1.152
C -0.235 -0.243 -1.884
C -0.603 -1.280 -0.981
C -0.298 -0.836 0.265
O -0.611 -1.307 1.497
H 1.083 0.491 2.102
H -0.071 1.771 1.662
H 1.586 1.805 1.000
H 0.907 1.657 -1.421
H -1.135 -0.126 -2.459
H -1.130 -2.166 -1.302
H -1.098 -2.125 1.338
```

Calculated values
energy relative to the best compared isomer or geometry (same formula, charge and spin)	176.5	kJ/mol
E_HOMO	-7.65	eV

---

Entry from the OMol25 dataset: one molecule with the formula C5H7NO (the ωB97M-V functional and the def2-TZVPD basis).

Geometry as XYZ:
```
14
C5H7NO, DFT the ωB97M-V functional and the def2-TZVPD basis
C 1.620 -0.691 0.532
N 0.937 -1.482 -0.182
C -0.307 -1.074 -0.711
C -1.376 -0.280 0.422
C -0.667 0.348 -0.678
C 0.422 1.311 0.075
O 1.368 0.590 0.873
H 2.543 -1.029 0.991
H -0.618 -1.661 -1.583
H -1.136 -0.347 1.493
H -2.437 -0.190 0.270
H -1.399 0.624 -1.470
H 0.120 2.154 0.741
H 0.928 1.729 -0.774
```

Calculated values
energy relative to the best compared isomer or geometry (same formula, charge and spin)	315.9	kJ/mol
E_HOMO	-8.72	eV

---

Entry from the OMol25 dataset: one molecule with the formula C5H7NO (the ωB97M-V functional and the def2-TZVPD basis).

Geometry as XYZ:
```
14
C5H7NO, DFT the ωB97M-V functional and the def2-TZVPD basis
O -1.179 -2.135 1.102
C -0.643 -1.176 0.570
C -1.449 -0.109 -0.150
C -0.703 1.162 -0.436
C 0.625 1.231 -0.395
C 1.478 0.047 -0.046
N 0.710 -1.009 0.587
H -2.345 0.071 0.453
H -1.814 -0.554 -1.086
H -1.287 2.040 -0.701
H 1.145 2.155 -0.631
H 2.281 0.355 0.635
H 1.972 -0.324 -0.958
H 1.208 -1.753 1.054
```

Calculated values
energy relative to the best compared isomer or geometry (same formula, charge and spin)	10.2	kJ/mol
E_HOMO	-9.51	eV